1.
Formula: C22H18ClF6IInN4O5S4
Source: the Open Molecules 2025 dataset
Level of theory: ωB97M-V/def2-TZVPD

Its max |F| is 0.0207 Eh/bohr. The energy comes out at -124750.639 eV. The LUMO energy comes out at 2.245 eV. The calculation puts the gap between HOMO and LUMO at 0.240 Eh. As for the HOMO energy: -4.28 eV. Its energy above the lowest of the compared OMol25 structures with the same formula, charge and spin is 36.9 kJ/mol.

ORCA input file:
```
! wB97M-V def2-TZVPD RIJCOSX def2/J DEFGRID3
* xyz -1 1
In 0.6953 0.0341 -0.0257
C 5.2915 0.3486 1.0057
C 3.9818 0.2500 0.2410
S 2.8601 -0.9768 0.8427
C 3.7021 1.0827 -0.7735
C 4.6521 2.1699 -1.2162
S 2.1875 1.0971 -1.6854
H 5.2908 -0.3423 1.8463
H 5.4506 1.3543 1.4024
H 6.1480 0.1022 0.3715
H 5.6557 2.0274 -0.8184
H 4.2859 3.1488 -0.8925
H 4.7212 2.2039 -2.3059
Cl -1.1995 -3.4917 5.9577
C -0.8513 -2.2981 4.7250
C -0.8592 -0.9739 5.0472
C -0.5877 0.0069 4.0781
I -0.6062 2.0108 4.6269
C -0.3052 -0.3098 2.7562
O -0.0686 0.5783 1.8498
C -0.2969 -1.7181 2.4396
N -0.0189 -2.0232 1.1485
C 0.0011 -3.2750 0.7719
C -0.2564 -4.3339 1.6624
C -0.5368 -4.0535 2.9668
C -0.5676 -2.7109 3.4029
H -1.0777 -0.6735 6.0629
H 0.2264 -3.4686 -0.2672
H -0.2288 -5.3537 1.3023
H -0.7352 -4.8442 3.6778
F 0.2142 3.0413 -3.5452
C -0.4880 3.6462 -2.5916
F 0.2957 4.4796 -1.9338
F -1.4688 4.3291 -3.1792
S -1.1917 2.3342 -1.4329
O -0.4585 2.4398 -0.1815
O -0.9965 1.0983 -2.1573
N -2.7446 2.6209 -1.2962
S -3.2089 3.8920 -0.4276
O -4.6176 4.0669 -0.6241
O -2.3221 5.0155 -0.5422
C -3.0691 3.3656 1.3717
F -4.1875 3.7289 2.0125
F -2.0443 3.9599 1.9567
F -2.9388 2.0454 1.4955
C 0.8048 -2.8978 -4.3350
C 1.8607 -2.8646 -3.4389
C 1.6834 -2.2334 -2.2201
N 0.5217 -1.6727 -1.8638
C -0.4941 -1.7094 -2.7304
C -0.3954 -2.3099 -3.9744
H 0.9180 -3.3699 -5.3035
H 2.8202 -3.3017 -3.6807
H 2.4833 -2.1488 -1.4925
H -1.4098 -1.2339 -2.4090
H -1.2448 -2.3023 -4.6437
C -4.6719 0.2415 -0.5804
C -3.3269 -0.2889 -0.3595
N -2.2653 -0.6828 -0.1766
H -4.8068 1.1505 0.0003
H -5.4120 -0.4998 -0.2850
H -4.7927 0.4925 -1.6323
*
```

=====

2.
Formula: C34H29F5MoN2O2P2S2
Source: the Open Molecules 2025 dataset
Level of theory: ωB97M-V/def2-TZVPD

Its max |F| is 0.0327 Eh/bohr. The energy comes out at -98478.360 eV. The LUMO energy (spin up / spin down) comes out at -8.135 / -8.127 eV. The calculation puts the gap between HOMO and LUMO (spin up / spin down) at 0.166 / 0.167 Eh. As for the HOMO energy (spin up / spin down): -12.66 / -12.66 eV. Its energy above the lowest of the compared OMol25 structures with the same formula, charge and spin is 0.0 kJ/mol.

ORCA input file:
```
! wB97M-V def2-TZVPD RIJCOSX def2/J DEFGRID3
* xyz 2 1
Mo -1.4830 -1.3914 -1.1180
F -1.2750 -1.6003 -7.8732
C -1.0518 -1.8889 -6.6077
C -1.8611 -1.3423 -5.6204
F -2.8548 -0.5234 -5.9298
C -1.5882 -1.6620 -4.3093
F -2.3526 -1.0777 -3.3206
C -0.5652 -2.4985 -3.9189
S -0.2716 -2.9394 -2.2227
C 0.2416 -3.0173 -4.9232
F 1.2704 -3.7930 -4.6098
C 0.0049 -2.7192 -6.2565
F 0.7915 -3.2101 -7.1950
C 2.9117 5.1534 3.2502
S 2.6808 3.6122 2.3404
C 1.6207 2.6998 3.5059
C 0.5573 1.8992 2.7624
C 1.1930 0.8706 1.8358
N 0.2062 0.2143 0.9545
P -0.1678 0.7092 -0.6116
C -0.4315 2.4636 -0.7300
C -1.7216 2.9813 -0.5889
C -1.9178 4.3495 -0.6356
C -0.8320 5.1949 -0.8371
C 0.4475 4.6804 -0.9922
C 0.6554 3.3117 -0.9446
C 1.2239 0.2615 -1.6649
C 2.3008 -0.4785 -1.1802
C 3.2669 -0.9371 -2.0611
C 3.1561 -0.6671 -3.4195
C 2.0872 0.0774 -3.9053
C 1.1161 0.5380 -3.0321
P -0.5228 -1.3052 1.1613
C 0.6193 -2.4586 1.8989
C 0.8264 -2.4449 3.2830
C 1.7207 -3.3357 3.8507
C 2.4037 -4.2405 3.0464
C 2.1977 -4.2597 1.6739
C 1.3047 -3.3709 1.0973
C -1.9288 -1.0769 2.2623
C -2.4087 -2.1399 3.0282
C -3.5957 -2.0015 3.7312
C -4.3135 -0.8146 3.6586
C -3.8446 0.2417 2.8875
C -2.6608 0.1083 2.1801
H 3.6748 5.7217 2.7231
H 3.2658 4.9510 4.2587
H 1.9903 5.7313 3.2833
H 1.1471 3.4236 4.1671
H 2.2409 2.0381 4.1137
H -0.0673 2.5784 2.1763
H -0.0896 1.3905 3.4839
H 1.7004 0.0924 2.4118
H 1.9440 1.3453 1.1993
H -2.5688 2.3173 -0.4566
H -2.9120 4.7598 -0.5234
H -0.9885 6.2644 -0.8835
H 1.2856 5.3443 -1.1534
H 1.6534 2.9111 -1.0709
H 2.3871 -0.7005 -0.1234
H 4.1078 -1.5074 -1.6901
H 3.9084 -1.0367 -4.1035
H 2.0153 0.2993 -4.9620
H 0.2834 1.1245 -3.4087
H 0.2908 -1.7441 3.9123
H 1.8814 -3.3304 4.9201
H 3.1005 -4.9361 3.4946
H 2.7269 -4.9711 1.0548
H 1.1422 -3.3921 0.0269
H -1.8602 -3.0719 3.0791
H -3.9621 -2.8214 4.3340
H -5.2397 -0.7109 4.2081
H -4.3997 1.1692 2.8429
H -2.2870 0.9438 1.5989
O -5.5635 -1.9199 -0.7188
N -4.8456 -2.4870 -1.3015
O -3.1178 -1.9486 -0.7929
*
```

=====

3.
Formula: C14H23NO
Source: the Open Molecules 2025 dataset
Level of theory: ωB97M-V/def2-TZVPD

Its max |F| is 0.0111 Eh/bohr. The SMILES is CCCCNCCCCOc1ccccc1. The energy comes out at -18428.564 eV. The LUMO energy comes out at 0.945 eV. The calculation puts the gap between HOMO and LUMO at 0.346 Eh. As for the HOMO energy: -8.46 eV. Its energy above the lowest of the compared OMol25 structures with the same formula, charge and spin is 0.0 kJ/mol.

ORCA input file:
```
! wB97M-V def2-TZVPD RIJCOSX def2/J DEFGRID3
* xyz 0 1
C -3.8354 -0.1563 -1.1089
C -4.9356 -0.3844 -0.0810
C -4.4103 -0.9575 1.2353
C -3.6445 0.0542 2.0934
N -2.3615 0.4436 1.5321
H -2.0520 1.2992 1.9850
C -1.3214 -0.5591 1.6798
C 0.0325 -0.0134 1.2377
H 0.7954 -0.7750 1.4039
C 0.0363 0.3803 -0.2371
C 1.4048 0.8808 -0.6864
O 2.3116 -0.2005 -0.6122
C 3.6109 0.0014 -0.9578
C 4.4454 -1.1135 -0.8538
C 5.7814 -1.0194 -1.1805
C 6.3121 0.1853 -1.6164
C 5.4891 1.2903 -1.7204
C 4.1445 1.2088 -1.3953
H 3.5266 2.0883 -1.4880
H 5.8912 2.2341 -2.0592
H 7.3581 0.2593 -1.8721
H 6.4143 -1.8903 -1.0952
H 4.0158 -2.0428 -0.5138
H 1.3470 1.2533 -1.7190
H 1.7400 1.7006 -0.0351
H -0.2327 -0.4858 -0.8424
H -0.7019 1.1630 -0.4102
H 0.2888 0.8584 1.8465
H -1.5853 -1.4152 1.0542
H -1.2448 -0.9170 2.7241
H -3.5231 -0.3754 3.1062
H -4.2524 0.9584 2.1859
H -5.2587 -1.3062 1.8297
H -3.7774 -1.8209 1.0283
H -5.6745 -1.0772 -0.4928
H -5.4465 0.5599 0.1204
H -3.3610 -1.0995 -1.3717
H -3.0803 0.5060 -0.6985
H -4.2467 0.2842 -2.0147
*
```

=====

4.
Formula: C17H26F5N4O8
Source: the Open Molecules 2025 dataset
Level of theory: ωB97M-V/def2-TZVPD

Its max |F| is 0.0094 Eh/bohr. The energy comes out at -53972.614 eV. The LUMO energy comes out at -2.404 eV. The calculation puts the gap between HOMO and LUMO at 0.344 Eh. As for the HOMO energy: -11.78 eV.

ORCA input file:
```
! wB97M-V def2-TZVPD RIJCOSX def2/J DEFGRID3
* xyz 1 1
C -1.1633 -0.4997 1.4988
O 0.0513 -0.9189 2.0724
C 0.6605 -1.9999 1.3898
C 1.7079 -1.5262 0.3740
C 1.4868 -2.0521 -1.0476
C 2.2644 -1.2681 -2.1187
C 1.3907 -0.6399 -3.2143
N 0.1491 -0.0385 -2.7303
C -1.1011 -0.5163 -2.7492
N -1.4277 -1.7112 -3.2645
N -1.9593 0.3517 -2.2189
C -1.2177 1.3750 -1.8450
N 0.0645 1.1806 -2.1127
C 1.2419 2.0104 -1.8841
C 0.9459 3.1155 -0.8623
O 0.3074 2.5343 0.2359
C 2.2824 3.8001 -0.4558
F 2.6381 3.4976 0.7930
F 3.2944 3.4409 -1.2803
F 2.1592 5.1362 -0.5565
H -1.5276 0.3428 2.0848
H -1.9130 -1.2991 1.5129
H -1.0310 -0.1634 0.4602
H 1.1146 -2.6423 2.1410
H -0.1144 -2.5855 0.8745
H 2.7075 -1.8246 0.7020
H 1.6947 -0.4282 0.3789
H 0.4102 -2.0386 -1.2462
H 1.7893 -3.1016 -1.0927
H 2.8785 -0.4974 -1.6467
H 2.9690 -1.9256 -2.6331
H 1.9332 0.1273 -3.7705
H 1.0682 -1.3885 -3.9400
H -2.3851 -1.8452 -3.5432
H -0.8342 -2.5175 -3.1871
H -1.5779 2.2574 -1.3446
H 1.5505 2.4594 -2.8301
H 2.0475 1.3749 -1.5254
H 0.3472 3.9116 -1.3172
H -0.2540 3.1698 0.6953
C 3.1231 -4.3740 5.1689
C 2.5047 -5.7370 5.4258
O 1.5910 -5.8632 4.3498
C 2.0035 -5.0712 3.3318
O 1.5627 -5.0945 2.2308
O 2.9927 -4.2484 3.7483
F 1.8279 -5.7863 6.5919
H 2.5318 -3.5984 5.6575
H 4.1667 -4.2941 5.4547
H 3.2049 -6.5729 5.3917
C -4.8349 5.2394 -1.3210
C -5.9665 4.4727 -0.6578
O -5.3689 3.2053 -0.4138
C -4.0343 3.3603 -0.3489
O -3.2685 2.5351 0.0403
O -3.6745 4.5892 -0.7802
F -7.0257 4.3117 -1.4720
H -4.8652 5.0861 -2.4003
H -4.8107 6.2983 -1.0869
H -6.3082 4.8846 0.2925
*
```

=====

5.
Formula: C19H46ClNO8PS
Source: the Open Molecules 2025 dataset
Level of theory: ωB97M-V/def2-TZVPD

Its max |F| is 0.0590 Eh/bohr. The energy comes out at -70954.867 eV. The LUMO energy comes out at -3.329 eV. The calculation puts the gap between HOMO and LUMO at 0.282 Eh. As for the HOMO energy: -11.00 eV.

ORCA input file:
```
! wB97M-V def2-TZVPD RIJCOSX def2/J DEFGRID3
* xyz 1 1
C -2.9730 1.3715 1.5128
C -1.7534 1.6326 0.6912
O -0.9824 2.5454 0.9605
N -1.4826 0.8694 -0.5476
C -2.4312 1.1658 -1.6339
S -0.9966 -0.7169 -0.5393
C 0.7395 -0.7818 0.0079
C 1.2044 0.3335 0.9285
C 0.7120 0.2535 2.3640
Cl 2.9900 0.1375 0.8870
P -2.0708 -1.8555 1.0124
C -2.9243 -2.9793 -0.1306
O -0.8612 -2.7861 1.5850
H -3.7610 0.8438 0.9954
H -3.3421 2.2959 1.9194
H -2.6911 0.7518 2.3545
H -2.0568 0.7243 -2.5456
H -3.4320 0.7933 -1.4554
H -2.4312 2.2341 -1.7818
H 1.2880 -0.7136 -0.9274
H 0.9279 -1.7658 0.4200
H 1.0297 1.2845 0.4524
H 0.0448 1.0614 2.6286
H 1.5462 0.2961 3.0430
H 0.1987 -0.6847 2.5380
H -2.2341 -3.6592 -0.6156
H -3.4603 -2.4142 -0.8810
H -3.6346 -3.5665 0.4364
H -1.2029 -3.2719 2.3419
C 0.9698 -1.4114 -3.7668
O 1.9058 -0.7442 -2.9355
C 3.2223 -1.2965 -3.0233
C 4.1239 -0.4956 -3.9325
O 3.6892 -0.5452 -5.2784
C 2.9873 0.6134 -5.6948
H 0.0808 -0.7839 -3.8346
H 1.3647 -1.5682 -4.7711
H 0.6897 -2.3801 -3.3354
H 3.1737 -2.3375 -3.3539
H 3.6373 -1.2835 -2.0102
H 5.1265 -0.9320 -3.8964
H 4.1946 0.5395 -3.5854
H 3.6806 1.4434 -5.8627
H 2.2340 0.9161 -4.9633
H 2.4920 0.3767 -6.6343
C -4.4049 4.7305 3.2169
O -5.7004 4.1663 3.2665
C -6.4699 4.6216 4.3734
C -7.4396 5.7118 3.9799
O -6.7690 6.8882 3.5631
C -6.7106 7.0419 2.1567
H -3.9969 4.5337 2.2248
H -4.4194 5.8097 3.3778
H -3.7551 4.2614 3.9658
H -5.8139 4.9710 5.1754
H -7.0352 3.7639 4.7489
H -8.0435 5.9727 4.8538
H -8.1164 5.3554 3.1978
H -7.6826 7.3569 1.7632
H -6.4037 6.1178 1.6609
H -5.9787 7.8180 1.9415
C 7.0377 -3.7466 -1.1722
O 6.3542 -4.9805 -1.3022
C 6.3195 -5.7387 -0.1035
C 4.9903 -5.6060 0.6026
O 4.7638 -4.2792 1.0591
C 3.9293 -3.5309 0.2050
H 6.7981 -3.1450 -2.0481
H 6.7302 -3.2053 -0.2743
H 8.1199 -3.9068 -1.1442
H 7.1358 -5.4454 0.5622
H 6.4675 -6.7871 -0.3772
H 4.9868 -6.2578 1.4809
H 4.1801 -5.9269 -0.0590
H 2.8806 -3.8413 0.3224
H 4.2195 -3.6404 -0.8432
H 4.0182 -2.4829 0.4882
*
```

=====

6.
Formula: C16H29BCl2MnO4
Source: the Open Molecules 2025 dataset
Level of theory: ωB97M-V/def2-TZVPD

Its max |F| is 0.0435 Eh/bohr. The expectation value of S² is 3.781. The energy comes out at -82296.787 eV. The LUMO energy comes out at 4.235 eV. The calculation puts the gap between HOMO and LUMO at 0.136 Eh. As for the HOMO energy: 0.55 eV.

ORCA input file:
```
! wB97M-V def2-TZVPD RIJCOSX def2/J DEFGRID3
* xyz -2 4
C 1.3684 -2.1912 -2.1923
C 1.2047 -0.9864 -2.9473
C -0.1762 -0.6870 -3.0264
C 2.3049 -0.2235 -3.5702
C -0.9022 -1.6949 -2.3553
C 0.0306 -2.6655 -1.8245
C -0.3097 -3.9940 -1.2569
C 2.6299 -2.9522 -2.0704
C -0.7611 0.4627 -3.7509
C -2.3721 -1.8572 -2.3755
Mn 0.6312 -1.3231 -0.2507
Cl 1.4853 0.7430 -0.4023
Cl 2.0476 -2.3008 1.2113
O -1.1801 0.1386 0.1289
H 3.2417 -0.3492 -3.0132
H 2.0701 0.8463 -3.6280
H 2.4776 -0.5812 -4.5955
H -0.2335 1.4000 -3.5260
H -1.8202 0.5859 -3.5048
H -0.6906 0.2987 -4.8346
H -2.8944 -0.8917 -2.3175
H -2.7241 -2.5089 -1.5646
H -2.6812 -2.3303 -3.3211
H -1.2805 -3.9563 -0.7468
H 0.4248 -4.3083 -0.5055
H -0.3799 -4.7749 -2.0294
H 3.4517 -2.2957 -1.7537
H 2.9135 -3.4012 -3.0348
H 2.5364 -3.7425 -1.3198
H -2.0869 -0.1826 0.4160
O 0.7015 -4.7514 2.2338
H 0.1327 -5.0423 2.9886
C -0.3287 4.3900 2.0902
C -0.0415 2.9003 2.0954
C 1.4574 2.7511 2.3493
O -0.4547 2.3659 0.8466
B -0.6918 1.0070 1.0933
O -0.7179 0.6680 2.4390
C -0.8661 1.9595 3.0769
C -0.4290 1.8081 4.5207
C -2.3407 2.3885 3.0091
H 0.3623 4.9040 1.4086
H -0.1404 4.7780 3.0925
H -1.3514 4.6306 1.7907
H 2.0538 3.3230 1.6264
H 1.6398 3.1923 3.3330
H 1.8006 1.7081 2.3673
H -0.4803 2.7727 5.0448
H -1.1311 1.1054 4.9954
H 0.5784 1.3805 4.6001
H -2.6562 2.5254 1.9578
H -2.9680 1.6132 3.4697
H -2.4542 3.3458 3.5326
*
```